C3H4O2 as an isolated structure in a non-equilibrium geometry. Source: the Open Molecules 2025 dataset; level of theory: ωB97M-V/def2-TZVPD.

Geometry as XYZ:
```
9
Properties=species:S:1:pos:R:3
C -0.5428 -0.9026 -0.0680
C -1.3023 0.1730 -0.2967
C 0.4415 0.1022 0.4820
O -0.3767 1.1393 0.0975
O 1.8550 0.1314 -0.1695
H -0.6686 -2.0001 -0.1146
H -2.2605 0.4282 -0.7358
H 0.8663 0.0976 1.4957
H 1.9881 0.8309 -0.6906
```

Energy above the lowest of the compared OMol25 structures with the same formula, charge and spin: 294.6 kJ/mol
Gap between HOMO and LUMO: 10.560 eV
Calculated total energy: -267.08057 hartree
Spin multiplicity: 1
HOMO level: -0.3507 hartree
LUMO energy: 1.0161 eV



C17H59O24P3SSr as an isolated structure. Source: the Open Molecules 2025 dataset; level of theory: ωB97M-V/def2-TZVPD.

Geometry as XYZ:
```
105
Properties=species:S:1:pos:R:3
Sr 11.2112 -28.1001 5.0946
S 13.8174 -30.5785 5.2297
O 12.9411 -29.5000 5.7764
O 14.7744 -31.0224 6.2496
O 12.9027 -31.7124 4.8712
O 14.4923 -30.0724 4.0300
C 9.7693 -31.3649 3.5032
O 10.5565 -30.5736 4.3917
H 8.7586 -30.9535 3.4752
H 10.1550 -31.3358 2.4810
H 9.7119 -32.3972 3.8517
H 11.3648 -31.0858 4.6362
C 16.1010 -31.9308 9.2754
O 14.7688 -32.0668 8.8459
H 16.5250 -30.9513 9.0127
H 16.1228 -32.0145 10.3621
H 16.7581 -32.6906 8.8410
H 14.7008 -31.7395 7.9379
C 16.0228 -31.5519 1.2574
O 15.7157 -30.2118 1.5985
H 16.5326 -31.5477 0.2948
H 16.6746 -32.0035 2.0136
H 15.1290 -32.1784 1.1599
H 15.2913 -30.2252 2.4669
C 12.1441 -28.9474 1.5371
O 12.5225 -28.6083 2.8756
H 11.3361 -28.2896 1.2216
H 12.9986 -28.8554 0.8682
H 11.7785 -29.9774 1.4974
H 13.2364 -29.2333 3.1432
C 16.0067 -34.0575 4.9504
O 16.5165 -33.3136 6.0438
H 15.0850 -34.5938 5.2134
H 15.7724 -33.4373 4.0786
H 16.7567 -34.7927 4.6627
H 15.9019 -32.5853 6.1911
C 12.6964 -34.3961 7.0385
O 11.7171 -33.6741 6.3079
H 12.9235 -35.3413 6.5316
H 13.6322 -33.8417 7.1436
H 12.3246 -34.6226 8.0394
H 12.1574 -32.9374 5.8569
C 12.2576 -34.2689 2.6279
O 13.3379 -33.3657 2.6982
H 11.2991 -33.7361 2.5396
H 12.3716 -34.8593 1.7193
H 12.2174 -34.9344 3.4949
H 13.1687 -32.7248 3.4060
C 17.8159 -29.8771 4.9870
O 17.1435 -29.5899 6.2028
H 17.3028 -29.4639 4.1095
H 18.8134 -29.4466 5.0365
H 17.9025 -30.9586 4.8263
H 16.3031 -30.0744 6.2097
C 14.8615 -28.3507 8.4415
O 14.3100 -27.0145 8.5017
P 12.7960 -26.7273 8.4462
O 12.1175 -26.9503 7.1567
O 12.1964 -27.5400 9.6346
C 10.8547 -27.2711 10.0387
O 12.7001 -25.2548 8.9483
C 13.3448 -24.2108 8.2081
H 15.4873 -28.4514 7.5636
H 14.0921 -29.1226 8.3948
H 15.4379 -28.5007 9.3502
H 10.3288 -28.2173 10.1377
H 10.3217 -26.6391 9.3264
H 10.8636 -26.7568 10.9991
H 13.9966 -23.6464 8.8721
H 12.5873 -23.5281 7.8189
H 13.9337 -24.5835 7.3714
C 7.4607 -31.0843 6.3138
O 8.3971 -31.1852 7.3950
P 9.1058 -29.8826 7.9273
O 9.6961 -28.9951 6.9180
O 10.0922 -30.4384 8.9852
C 11.3249 -31.0859 8.5510
O 8.0156 -29.1213 8.7669
C 7.3287 -29.8101 9.8275
H 7.1588 -30.0542 6.1056
H 6.5460 -31.6010 6.6103
H 7.8739 -31.5475 5.4286
H 12.1523 -30.5213 8.9665
H 11.3931 -31.1437 7.4656
H 11.3316 -32.1018 8.9350
H 7.4327 -29.2479 10.7488
H 7.6998 -30.8252 9.9647
H 6.2764 -29.8950 9.5538
C 17.3112 -25.2564 7.7177
O 16.8080 -24.2718 6.7923
P 16.4300 -24.7288 5.3278
O 17.5137 -25.2975 4.5404
O 15.1747 -25.6483 5.5662
C 15.0366 -26.9268 4.9411
O 15.7609 -23.4245 4.7503
C 16.5298 -22.2266 4.6589
H 16.8529 -26.2279 7.5307
H 16.9921 -24.9571 8.7165
H 18.3944 -25.2662 7.6649
H 15.9948 -27.3765 4.6830
H 14.3963 -26.8298 4.0640
H 14.5919 -27.6341 5.6405
H 16.0115 -21.4440 5.2160
H 16.6129 -21.9305 3.6166
H 17.5259 -22.3259 5.0896
```

Gap between HOMO and LUMO: 8.044 eV
Calculated total energy: -3942.24884 hartree
Spin multiplicity: 1
HOMO level: -0.3302 hartree
LUMO energy: -0.9418 eV



One molecule with the formula C5H10O. Source: the Open Molecules 2025 dataset; level of theory: ωB97M-V/def2-TZVPD.

Geometry as XYZ:
```
16
Properties=species:S:1:pos:R:3
C -1.5670 0.7557 -0.8427
C -0.7698 -0.1594 0.0688
C -1.2637 -0.2590 1.4972
C 1.5071 -0.6055 0.2489
O 0.6073 0.3038 -0.0418
C 2.7375 -0.2173 -0.5110
H -1.0289 0.8824 -1.7877
H -1.7165 1.7468 -0.4010
H -2.5408 0.3060 -1.0594
H -0.7549 -1.1648 -0.3579
H -1.3131 0.7138 1.9986
H -0.6135 -0.9274 2.0695
H -2.2694 -0.6958 1.4775
H 3.6531 -0.6612 -0.1214
H 2.5073 -0.7473 -1.4517
H 2.8540 0.8456 -0.7581
```

Energy above the lowest of the compared OMol25 structures with the same formula, charge and spin: 267.5 kJ/mol
Gap between HOMO and LUMO: 9.409 eV
Calculated total energy: -271.65074 hartree
Spin multiplicity: 1
HOMO level: -0.3041 hartree
LUMO energy: 1.1333 eV